[1]
DFT (ωB97M-V with the def2-TZVPD basis set) results for 11 unconnected molecules or ions with the total composition C19H60N10O11 in a non-equilibrium geometry.

multiplicity	1
SMILES string	NC(N)=O.NC(N)=O.NC(N)=O.NC(N)=O.NC(N)=O.CC(C)O.CC(C)O.CC(C)O.CC(C)O.CO.CO
strongest force on any atom	0.3361	Eh/bohr
orbital gap	7.639	eV
E_tot	-2134.8735	a.u.
HOMO	-0.2916	Eh
ΔE to the lowest compared entry with this formula, charge and spin	11.8927	eV

Geometry as XYZ:
```
100
Properties=species:S:1:pos:R:3:forces:R:3
O 28.541000 2.650000 4.981000 -0.111 -0.419 0.207
H 30.277000 -3.204000 2.052000 1.112 -0.201 -1.889
C 27.276000 4.876000 0.725000 4.041 -5.117 4.876
H 29.263000 2.671000 4.346000 -0.328 -0.287 -0.192
N 26.036000 2.130000 -0.694000 -0.336 1.949 -6.635
N 31.914000 -1.468000 0.390000 -0.726 1.537 -0.617
H 30.981000 -1.155000 0.595000 -0.365 -0.224 -0.082
H 31.327000 -1.227000 3.123000 0.092 -0.528 0.829
H 33.940000 -2.120000 -0.426000 0.379 -1.020 -0.010
O 32.937000 0.573000 2.560000 2.787 5.917 -1.899
H 28.906000 -1.078000 -1.551000 -0.460 -0.514 -0.130
H 33.576000 -3.867000 -0.478000 0.837 -0.643 -0.556
H 26.091000 1.144000 2.134000 -0.011 -0.857 0.945
O 25.449000 0.008000 -0.064000 2.115 3.824 1.251
H 29.813000 -5.139000 -1.389000 1.388 0.436 -0.057
H 30.716000 2.503000 -3.097000 -1.909 -0.536 -1.092
H 23.866000 0.185000 3.252000 1.417 -0.326 -1.110
H 29.482000 0.372000 2.568000 -0.516 0.040 0.958
H 26.432000 -5.499000 0.602000 0.190 1.060 0.720
C 26.003000 1.205000 0.198000 -3.726 -5.460 -1.015
C 27.036000 -5.702000 -0.273000 -2.604 0.818 0.271
C 32.125000 -2.708000 -0.039000 -6.169 -3.885 2.447
O 29.187000 -2.906000 3.468000 -15.716 5.809 4.239
C 30.285000 -3.148000 3.100000 12.241 -3.617 -2.881
H 32.615000 2.560000 0.381000 -0.590 0.336 -0.956
C 28.148000 -3.433000 -0.128000 -1.424 0.668 -2.470
H 27.783000 6.295000 -0.595000 0.870 -0.428 1.205
H 31.853000 3.687000 -2.742000 0.056 0.198 0.280
H 32.373000 2.095000 -3.106000 0.338 -0.589 0.433
C 33.621000 1.701000 2.166000 -1.693 -7.810 2.399
C 30.143000 3.037000 -0.582000 -0.107 -1.749 2.080
H 29.114000 -3.083000 -0.379000 1.002 0.991 0.462
N 34.819000 1.588000 1.627000 2.669 -1.697 -0.757
O 29.173000 -0.801000 0.871000 2.045 0.638 0.233
H 28.683000 1.177000 1.065000 0.747 -0.398 1.150
H 25.803000 5.629000 -0.404000 0.327 -0.468 0.330
C 31.602000 2.637000 -2.577000 0.474 1.154 0.368
H 26.324000 -1.357000 5.162000 -1.592 1.886 -1.285
C 27.551000 1.658000 4.673000 -0.590 1.311 0.166
C 27.547000 -0.161000 -3.093000 8.114 2.965 -2.592
H 32.636000 -0.754000 0.269000 -0.562 -0.525 0.453
H 24.975000 -0.089000 5.091000 0.758 -0.817 0.102
H 28.303000 -1.027000 1.092000 -2.395 -0.888 0.494
H 26.780000 2.120000 4.016000 0.378 -0.346 0.202
H 31.385000 -4.914000 3.169000 0.374 -0.415 -0.479
H 24.777000 -0.298000 1.710000 -0.449 1.051 1.117
H 29.007000 5.605000 0.544000 -0.289 0.932 -0.560
H 30.384000 0.735000 1.181000 1.081 0.502 -0.307
C 29.417000 0.447000 1.507000 -1.019 0.253 -1.881
N 26.308000 1.678000 1.349000 1.100 0.024 3.125
H 27.898000 0.738000 4.233000 0.493 -0.206 -0.205
H 30.091000 2.987000 0.510000 0.209 -0.154 0.169
H 27.042000 1.411000 5.612000 0.293 0.098 -0.109
H 27.358000 -1.080000 -5.050000 0.764 0.070 0.852
C 31.405000 -2.231000 3.601000 0.907 0.086 -2.024
H 28.658000 -2.597000 2.723000 -0.693 0.459 0.771
H 25.699000 1.932000 -1.678000 0.842 0.030 1.860
C 28.308000 -4.906000 -0.418000 -3.905 0.635 9.418
H 32.328000 2.945000 2.860000 1.184 0.643 -0.833
H 31.367000 -2.267000 4.660000 -0.078 0.592 1.166
H 29.321000 2.453000 -0.869000 -1.409 -0.721 -0.669
H 27.031000 -6.762000 -0.113000 0.973 -0.884 -0.921
H 29.056000 -0.652000 -4.632000 -0.425 -0.131 0.388
N 26.160000 4.828000 0.122000 -6.859 -0.686 -0.898
H 33.725000 3.812000 2.049000 -0.842 -1.737 0.664
H 26.439000 3.041000 -0.539000 -0.027 -0.611 -0.080
H 29.923000 4.033000 -0.762000 0.280 2.116 -1.196
H 25.394000 4.260000 0.555000 1.111 0.673 -0.607
O 28.889000 -5.293000 -1.432000 3.321 -2.340 -10.517
N 25.673000 -0.681000 4.628000 1.062 -1.479 4.680
H 29.684000 -5.292000 3.451000 1.068 1.791 0.313
H 32.399000 -2.654000 3.305000 -0.703 0.390 0.109
C 25.701000 -0.665000 3.340000 5.797 -4.348 -3.938
H 28.230000 -2.043000 -3.822000 0.090 0.275 -0.103
H 31.325000 1.306000 -1.051000 -0.438 -0.862 0.771
C 31.401000 2.382000 -1.060000 -5.210 -1.757 -5.887
C 30.506000 -4.489000 3.644000 1.883 -4.846 -0.543
H 26.386000 -0.565000 -1.829000 -1.280 -0.304 1.185
C 28.104000 -1.015000 -4.198000 -0.540 -0.642 -2.085
H 30.847000 -4.575000 4.669000 -0.611 0.526 0.695
N 33.391000 -2.942000 -0.185000 2.587 -0.225 -1.111
O 32.439000 2.845000 -0.543000 8.154 2.753 5.324
H 35.398000 0.711000 1.813000 -1.352 2.029 -0.652
N 33.235000 2.927000 2.342000 -3.165 3.454 1.149
O 31.195000 -3.714000 0.005000 4.296 4.482 -0.861
C 28.633000 -0.136000 -2.011000 0.002 0.548 1.006
H 29.592000 0.225000 -2.393000 -0.244 0.299 -0.262
O 27.693000 3.884000 1.584000 -1.328 5.354 -3.519
H 27.465000 -2.909000 -0.861000 0.274 -0.641 0.558
H 26.298000 -5.411000 -1.060000 0.730 -0.502 0.013
H 27.785000 -3.176000 0.853000 0.122 -0.197 0.480
O 26.682000 -1.306000 2.629000 -4.078 2.866 3.071
H 27.461000 0.885000 -3.410000 0.812 0.638 -0.735
H 28.344000 0.515000 -1.164000 0.071 -0.166 -0.370
N 28.040000 5.857000 0.312000 2.536 1.150 -0.376
N 24.772000 0.028000 2.741000 -3.287 -0.023 -2.377
H 35.215000 2.464000 1.305000 0.663 -0.733 0.082
H 29.019000 -5.231000 0.327000 -0.325 -0.009 2.173
H 26.885000 2.483000 1.541000 0.122 0.647 -0.530
O 26.384000 -0.493000 -2.777000 -7.086 -2.935 2.627
```
Positions in Å, forces in eV/Å.

Atomic partial charges in e from the Mulliken method, atoms 1 to 6: atom 1 (O): -0.5992, atom 2 (H): -0.5067, atom 3 (C): 0.4304, atom 4 (H): 0.3219, atom 5 (N): -0.0208, atom 6 (N): 0.3864

=====

[2]
DFT (ωB97M-V with the def2-TZVPD basis set) results for a gas-phase ion, CFN4S (charge -1) in a non-equilibrium geometry.

multiplicity	1
net charge	-1
strongest force on any atom	0.1001	Eh/bohr
orbital gap	8.576	eV
E_tot	-755.1612	a.u.
HOMO	-0.1725	Eh
ΔE to the lowest compared entry with this formula, charge and spin	0.8892	eV

Geometry as XYZ:
```
7
Properties=species:S:1:pos:R:3:forces:R:3
F 2.720186 -0.650896 0.534945 0.114 0.632 -0.015
N 0.822305 2.196963 -0.477031 0.555 -2.164 0.568
C 0.974852 1.055026 -0.235195 -0.631 3.639 -0.821
N -0.905835 -0.724318 -0.600408 3.860 0.012 -3.402
N -2.791133 -0.634552 0.683166 -0.745 -0.012 0.649
N -1.829805 -0.673430 0.069606 -3.251 0.386 2.484
S 1.009430 -0.568791 0.024918 0.098 -2.492 0.538
```
Positions in Å, forces in eV/Å.

Atomic partial charges in e from the natural (NBO) method, atoms 1 to 6: atom 1 (F): -0.6278, atom 2 (N): -0.3862, atom 3 (C): 0.0044, atom 4 (N): -0.5043, atom 5 (N): -0.3502, atom 6 (N): 0.2255

=====

[3]
DFT (ωB97M-V with the def2-TZVPD basis set) results for 2 unconnected molecules or ions with the total composition C5H13N in a non-equilibrium geometry.

multiplicity	1
strongest force on any atom	0.0928	Eh/bohr
orbital gap	5.543	eV
E_tot	-252.7707	a.u.
HOMO	-0.2455	Eh
ΔE to the lowest compared entry with this formula, charge and spin	7.9560	eV

Geometry as XYZ:
```
19
Properties=species:S:1:pos:R:3:forces:R:3
H 2.261243 0.215679 -1.883228 -0.301 -0.251 0.443
C 1.042703 -0.804271 -0.418188 0.448 2.442 4.077
H 1.933601 -1.010712 0.262625 -0.867 -0.486 -1.183
C -0.419247 0.341610 2.162837 -0.417 1.110 -0.637
H 0.277532 1.894475 -2.613958 0.450 -1.280 -0.252
H -0.946095 -1.043362 -0.801655 -0.699 -0.611 -0.441
H -3.359142 -1.270713 1.528841 -0.207 -0.294 0.027
H -0.582306 0.911000 -1.374310 -0.398 0.955 -0.357
H -0.094308 -0.627377 2.558974 0.196 -0.088 0.404
H 0.492769 1.086615 2.209689 -1.816 -1.197 0.193
C 1.239356 0.138282 -1.481920 1.021 -1.259 -1.450
H 0.675427 -0.870039 -1.881563 1.059 1.230 -1.592
H -0.511312 -1.770448 0.799596 0.649 -0.874 -0.639
C 0.381008 1.328167 -1.669156 -2.459 0.633 -0.380
N -0.977249 0.153518 0.813920 2.342 1.278 -0.075
C -0.354085 -0.945402 0.092042 -1.515 -1.012 1.315
H -1.311051 0.727580 2.764102 1.478 -0.224 -0.440
H -3.826179 -1.854203 1.636400 0.247 0.311 -0.045
H 0.492150 2.186560 -1.016645 0.788 -0.381 1.032
```
Positions in Å, forces in eV/Å.

Atomic partial charges in e from the natural (NBO) method, atoms 1 to 6: atom 1 (H): 0.2286, atom 2 (C): -0.0046, atom 3 (H): 0.2262, atom 4 (C): -0.4600, atom 5 (H): 0.2274, atom 6 (H): 0.1771

=====

[4]
DFT (ωB97M-V with the def2-TZVPD basis set) results for C6H7NO in the gas phase in a non-equilibrium geometry.

multiplicity	1
SMILES string	C=C/C=C\N=C1/CO1
strongest force on any atom	0.0903	Eh/bohr
orbital gap	9.291	eV
E_tot	-362.6690	a.u.
HOMO	-0.3098	Eh
ΔE to the lowest compared entry with this formula, charge and spin	3.9305	eV

Geometry as XYZ:
```
15
Properties=species:S:1:pos:R:3:forces:R:3
C 1.297518 -0.205782 -0.657579 1.758 0.138 -1.737
H -1.369926 -1.703906 -0.302207 1.151 -2.749 -1.848
C 0.351958 1.847305 0.332758 2.072 -1.159 0.507
H -2.136286 -1.176097 1.308579 0.636 -0.093 -1.248
C 0.982319 -1.296974 -0.011642 0.338 -1.009 -1.916
O -2.625462 -0.027674 -0.488052 -1.481 -0.737 -0.360
N -0.927093 1.464283 0.056818 -0.331 2.647 -0.352
H 1.647163 -0.371121 -1.691831 0.111 0.450 0.423
H 0.613603 2.768034 0.881040 -1.011 -0.261 -0.500
H 2.370311 1.575064 0.038993 0.826 0.082 0.027
H 1.062172 -2.248594 -0.556938 -0.320 0.259 0.722
C 1.419678 1.109368 -0.053499 -1.664 0.958 0.162
H 0.514326 -1.150095 0.894807 -0.338 -0.551 2.286
C -1.709259 -0.971008 0.285575 -2.968 1.730 3.121
C -1.491021 0.387196 -0.036823 1.220 0.295 0.712
```
Positions in Å, forces in eV/Å.

Atomic partial charges in e from the natural (NBO) method, atoms 1 to 6: atom 1 (C): -0.2094, atom 2 (H): 0.2046, atom 3 (C): 0.0042, atom 4 (H): 0.2105, atom 5 (C): -0.3894, atom 6 (O): -0.4302